This record from the OMol25 dataset describes C33H43BaN5P2 as an isolated structure at a distorted geometry. The level of theory is wB97M-V/def2-TZVPD.

Properties
energy relative to the best compared isomer or geometry (same formula, charge and spin)	0.0	kJ/mol
orbital gap	5.0	eV
LUMO level	-1.034	eV

Structure (ORCA input):
```
! wB97M-V def2-TZVPD RIJCOSX def2/J DEFGRID3
* xyz 0 1
Ba -2.318 4.678 0.731
C 1.183 2.339 3.434
C 1.323 2.071 2.125
C 0.811 0.923 1.303
C -0.710 0.839 0.970
C -1.703 0.649 2.070
C -1.507 0.498 3.380
C -0.187 0.246 4.034
C 0.557 1.508 4.519
C -4.573 3.971 1.853
H 1.579 3.305 3.766
H 1.883 2.811 1.527
H 1.172 -0.041 1.692
H 1.294 1.037 0.317
H -1.027 1.731 0.378
H -0.840 0.026 0.224
H -2.744 0.691 1.725
H -2.367 0.511 4.065
H 0.461 -0.317 3.351
H -0.413 -0.361 4.923
H -0.154 2.143 5.073
H 1.324 1.226 5.261
H -4.896 4.587 2.737
H -4.560 2.877 2.137
H -5.368 4.117 1.082
P -0.832 -2.925 -2.390
P 1.943 -1.093 -3.014
N -1.319 -4.141 -1.216
N -1.672 -3.752 -3.806
N 3.038 -1.596 -1.708
N 3.249 -0.601 -4.102
C 0.831 -3.705 -2.748
C 1.701 -2.834 -3.664
C -1.942 -3.786 -0.007
C -2.177 -4.942 0.728
C -1.716 -6.051 -0.057
C -1.179 -5.534 -1.230
C -2.693 -3.113 -4.521
C -3.141 -3.958 -5.534
C -2.405 -5.179 -5.422
C -1.497 -5.014 -4.380
C 2.876 -1.029 -0.439
C 3.704 -1.689 0.471
C 4.418 -2.692 -0.270
C 3.971 -2.633 -1.592
C 4.552 -1.085 -4.286
C 5.092 -0.503 -5.429
C 4.090 0.366 -5.981
C 2.972 0.283 -5.164
H 0.688 -4.668 -3.259
H 1.323 -3.886 -1.776
H 2.681 -3.308 -3.816
H 1.227 -2.713 -4.652
H -2.151 -2.745 0.204
H -2.617 -5.009 1.713
H -1.778 -7.098 0.200
H -0.716 -6.047 -2.061
H -3.024 -2.124 -4.232
H -3.897 -3.744 -6.277
H -2.530 -6.083 -6.005
H -0.751 -5.711 -4.022
H 2.202 -0.215 -0.315
H 3.783 -1.485 1.523
H 5.168 -3.363 0.111
H 4.255 -3.224 -2.446
H 5.005 -1.770 -3.593
H 6.081 -0.683 -5.817
H 4.200 0.967 -6.871
H 2.009 0.766 -5.220
C -0.210 7.221 2.212
C -0.876 6.548 3.347
C -0.886 6.960 4.696
C -1.613 5.994 5.409
C -2.031 5.017 4.470
C -2.786 3.775 4.711
N -1.617 5.391 3.200
H 0.718 7.701 2.572
H -0.848 8.021 1.795
H 0.090 6.520 1.406
H -0.406 7.862 5.065
H -1.820 5.978 6.472
H -2.572 3.366 5.718
H -3.876 3.938 4.642
H -2.510 2.992 3.980
*
```

---

This record from the OMol25 dataset describes C33H43GeN2OP2PdS2 as an isolated structure at a distorted geometry. The level of theory is wB97M-V/def2-TZVPD.

Properties
orbital gap	5.6	eV
LUMO level	2.235	eV

Structure (ORCA input):
```
! wB97M-V def2-TZVPD RIJCOSX def2/J DEFGRID3
* xyz -1 1
Pd 0.547 0.095 -0.468
N -1.368 0.782 1.742
P -1.636 1.863 0.428
C -2.111 3.343 1.439
C -1.617 4.603 1.082
C -2.063 5.757 1.716
C -3.031 5.652 2.721
C -3.610 4.421 3.013
C -3.147 3.280 2.382
C 0.031 2.282 -0.166
C 0.291 2.099 -1.555
C 1.366 2.758 -2.167
C 2.192 3.595 -1.432
C 1.971 3.783 -0.052
C 0.949 3.107 0.580
P -0.473 -0.619 1.327
C 0.195 -0.989 2.973
C -0.286 -1.950 3.825
C 0.283 -2.151 5.090
C 1.264 -1.316 5.549
C 1.748 -0.304 4.717
C 1.253 -0.182 3.434
C -1.695 -1.941 1.064
C -3.080 -1.787 1.178
C -3.898 -2.880 0.997
C -3.347 -4.099 0.684
C -1.997 -4.234 0.387
C -1.159 -3.140 0.574
H -2.025 0.753 2.503
H -0.901 4.681 0.265
H -1.723 6.721 1.414
H -3.355 6.523 3.248
H -4.390 4.357 3.737
H -3.667 2.358 2.543
H -0.507 1.678 -2.160
H 1.546 2.598 -3.222
H 3.012 4.139 -1.885
H 2.588 4.491 0.465
H 0.829 3.167 1.645
H -1.152 -2.569 3.512
H -0.126 -2.906 5.743
H 1.644 -1.458 6.537
H 2.506 0.393 5.068
H 1.677 0.539 2.742
H -3.525 -0.851 1.401
H -4.959 -2.798 1.132
H -4.016 -4.963 0.603
H -1.581 -5.183 0.058
H -0.098 -3.194 0.357
C -5.120 -1.152 -3.318
C -3.790 -1.795 -3.060
O -2.839 -0.783 -3.368
H -5.932 -1.861 -3.164
H -5.170 -0.792 -4.360
H -5.261 -0.320 -2.665
H -3.609 -2.635 -3.724
H -3.691 -2.246 -2.078
H -2.133 -0.856 -2.730
C 2.089 -3.009 -4.593
Ge 1.131 -2.709 -2.850
C -0.616 -3.541 -3.147
C 2.193 -3.818 -1.635
C 1.162 -0.857 -2.403
H 2.260 -4.056 -4.795
H 3.050 -2.519 -4.624
H 1.475 -2.675 -5.431
H -0.480 -4.610 -3.403
H -1.123 -3.055 -3.982
H -1.287 -3.517 -2.263
H 3.195 -3.370 -1.558
H 2.297 -4.815 -2.044
H 1.737 -3.875 -0.633
H 0.697 -0.285 -3.228
H 2.230 -0.572 -2.476
S 3.822 -0.854 1.045
C 4.649 0.516 0.661
N 4.853 1.016 -0.571
C 5.702 2.179 -0.699
C 5.686 2.872 0.644
S 5.496 1.520 1.810
H 4.439 0.539 -1.361
H 5.320 2.822 -1.511
H 6.746 1.841 -0.893
H 4.854 3.588 0.706
H 6.617 3.375 0.930
*
```

---

This record from the OMol25 dataset describes C33H44AgN3OP3 as an isolated structure. The level of theory is wB97M-V/def2-TZVPD.

Properties
energy relative to the best compared isomer or geometry (same formula, charge and spin)	18.1	kJ/mol
orbital gap	8.6	eV
LUMO level	-1.786	eV

Structure (ORCA input):
```
! wB97M-V def2-TZVPD RIJCOSX def2/J DEFGRID3
* xyz 1 1
Ag 0.129 -0.285 -0.839
C -1.485 -2.660 2.373
C -1.366 -2.913 0.860
P 0.270 -2.623 0.046
C 0.710 -4.203 -0.754
C 0.370 -5.457 -0.248
C 0.817 -6.612 -0.877
C 1.607 -6.526 -2.017
C 1.949 -5.283 -2.529
C 1.498 -4.129 -1.902
C 1.503 -2.483 1.403
C 1.815 -3.556 2.237
C 2.728 -3.407 3.272
C 3.349 -2.182 3.487
C 3.055 -1.107 2.660
C 2.138 -1.259 1.627
C -1.063 -1.261 2.883
P -1.124 0.083 1.620
C -2.932 0.273 1.368
C -3.467 0.045 0.101
C -4.839 0.115 -0.126
C -5.692 0.422 0.924
C -5.175 0.652 2.195
C -3.806 0.574 2.415
C -0.653 1.557 2.592
C -1.347 2.761 2.464
C -0.919 3.899 3.136
C 0.213 3.852 3.937
C 0.921 2.663 4.058
C 0.495 1.524 3.385
H -0.910 -3.413 2.913
H -2.530 -2.827 2.632
H -2.067 -2.263 0.340
H -1.677 -3.927 0.625
H -0.245 -5.552 0.639
H 0.545 -7.580 -0.476
H 1.954 -7.430 -2.505
H 2.557 -5.212 -3.423
H 1.757 -3.157 -2.308
H 1.353 -4.524 2.080
H 2.958 -4.253 3.910
H 4.065 -2.069 4.293
H 3.539 -0.150 2.815
H 1.913 -0.407 1.001
H -0.035 -1.290 3.246
H -1.685 -0.953 3.721
H -2.801 -0.201 -0.715
H -5.240 -0.068 -1.116
H -6.762 0.481 0.755
H -5.841 0.891 3.016
H -3.411 0.767 3.409
H -2.235 2.812 1.845
H -1.475 4.824 3.036
H 0.542 4.737 4.468
H 1.809 2.620 4.677
H 1.073 0.610 3.477
C -1.748 2.359 -1.942
N -0.621 1.613 -2.562
C -0.918 1.243 -3.956
P 0.901 2.208 -2.095
O 1.169 1.792 -0.681
N 1.965 1.494 -3.139
C 3.108 0.740 -2.600
C 2.257 2.111 -4.435
N 0.870 3.840 -2.199
C 0.391 4.578 -3.361
C 1.599 4.660 -1.217
H -2.635 1.729 -1.938
H -1.976 3.272 -2.499
H -1.512 2.624 -0.913
H -1.792 0.593 -3.964
H -0.086 0.696 -4.388
H -1.150 2.115 -4.576
H 2.882 0.338 -1.618
H 3.996 1.372 -2.514
H 3.340 -0.087 -3.270
H 1.383 2.607 -4.851
H 2.562 1.338 -5.141
H 3.066 2.845 -4.361
H -0.269 3.967 -3.976
H 1.216 4.933 -3.985
H -0.181 5.447 -3.030
H 1.928 4.053 -0.379
H 0.939 5.443 -0.839
H 2.470 5.137 -1.677
*
```

---

This record from the OMol25 dataset describes C33H44AsFeI2N6O2S4 as an isolated structure at a distorted geometry. The level of theory is wB97M-V/def2-TZVPD.

Properties
energy relative to the best compared isomer or geometry (same formula, charge and spin)	0.0	kJ/mol
orbital gap (alpha / beta)	7.2 / 5.3	eV
LUMO level (alpha / beta)	0.295 / -1.357	eV

Structure (ORCA input):
```
! wB97M-V def2-TZVPD RIJCOSX def2/J DEFGRID3
* xyz 0 6
Fe -0.442 0.048 -0.029
I 3.533 -0.094 -3.455
C 3.795 0.012 -1.363
C 5.054 -0.028 -0.789
C 5.181 0.012 0.580
I 7.137 -0.114 1.403
C 4.056 0.114 1.416
C 4.078 0.138 2.826
C 2.903 0.258 3.517
C 1.695 0.353 2.812
N 1.630 0.307 1.506
C 2.770 0.184 0.806
C 2.615 0.114 -0.624
O 1.459 0.152 -1.161
H 5.928 -0.096 -1.420
H 5.022 0.051 3.345
H 2.902 0.274 4.597
H 0.758 0.465 3.341
S -1.246 1.596 2.128
S -3.201 1.793 2.263
S -4.140 0.145 1.281
S -3.141 -0.256 -0.378
C -0.040 -5.988 2.720
N 0.350 -4.651 2.369
N -0.532 -3.591 2.450
C -0.046 -2.534 1.705
O -0.629 -1.447 1.626
C 1.168 -3.001 1.125
C 1.349 -4.295 1.515
C 2.412 -5.250 1.116
C -1.655 -3.511 3.292
C -2.789 -2.860 2.816
C -3.880 -2.687 3.644
C -3.871 -3.198 4.931
C -2.747 -3.859 5.400
C -1.630 -4.003 4.593
H -1.106 -5.999 2.949
H 0.514 -6.338 3.596
H 0.151 -6.669 1.889
H 1.782 -2.419 0.471
H 3.129 -4.737 0.485
H 1.990 -6.080 0.549
H 2.929 -5.657 1.983
H -2.800 -2.468 1.814
H -4.738 -2.146 3.275
H -4.732 -3.072 5.569
H -2.731 -4.248 6.407
H -0.738 -4.472 4.980
C -1.473 -0.405 -5.504
C -0.201 -0.015 -4.764
N -0.438 -0.258 -3.360
C -0.939 -1.466 -2.961
N -0.905 -1.737 -1.694
C -1.494 -2.984 -1.257
C -1.297 -4.089 -2.290
C -1.906 -3.624 -3.604
N -1.457 -2.287 -3.920
C -1.679 -1.899 -5.299
H -1.399 -0.185 -6.569
H -2.315 0.148 -5.082
H 0.025 1.046 -4.891
H 0.648 -0.600 -5.152
H 0.266 0.085 -2.716
H -2.564 -2.844 -1.058
H -1.014 -3.265 -0.318
H -1.775 -5.012 -1.963
H -0.228 -4.267 -2.418
H -3.005 -3.649 -3.553
H -1.594 -4.289 -4.418
H -2.703 -2.182 -5.575
H -0.992 -2.465 -5.948
C -3.509 2.571 -2.432
C -2.074 2.894 -2.823
As -0.780 2.482 -1.363
C -1.181 4.004 -0.134
C -1.216 5.420 -0.691
C 0.910 3.114 -2.224
C 0.839 4.110 -3.374
H -4.198 2.824 -3.237
H -3.809 3.128 -1.544
H -3.610 1.508 -2.216
H -1.989 3.947 -3.101
H -1.790 2.287 -3.687
H -0.441 3.944 0.671
H -2.150 3.777 0.324
H -0.246 5.706 -1.092
H -1.467 6.122 0.104
H -1.966 5.520 -1.473
H 1.415 2.214 -2.579
H 1.526 3.522 -1.415
H 0.211 3.735 -4.180
H 1.837 4.273 -3.781
H 0.446 5.074 -3.053
*
```

---

This record from the OMol25 dataset describes a 9-piece molecular cluster, C33H44BrN2O28PS2 overall at a distorted geometry. The level of theory is wB97M-V/def2-TZVPD.

Properties
SMILES string	N#C[C@](CCCS)([C@](S)(C#N)CC(=O)Br)P(=O)(O)O.O=C1OCCO1.O=C1OCCO1.O=C1OCCO1.O=C1OCCO1.O=C1OCCO1.O=C1OCCO1.O=C1OCCO1.O=C1OCCO1
orbital gap	8.5	eV
LUMO level	0.259	eV

Structure (ORCA input):
```
! wB97M-V def2-TZVPD RIJCOSX def2/J DEFGRID3
* xyz 0 1
N -2.885 -1.107 3.632
C -2.675 -0.692 2.580
C -2.350 -0.197 1.236
C -1.220 -1.155 0.700
C -0.324 -0.659 -0.443
C -0.781 -0.905 -1.890
S -1.313 -2.570 -2.314
C -1.931 1.309 1.409
S -3.245 2.248 2.343
C -1.898 2.034 0.138
N -1.877 2.593 -0.868
C -0.598 1.386 2.207
C 0.141 2.682 1.980
O -0.134 3.685 2.572
Br 1.629 2.667 0.771
P -3.864 -0.468 0.206
O -3.664 -0.285 -1.227
O -4.216 -1.974 0.645
O -5.057 0.415 0.769
H -0.592 -1.374 1.568
H -1.684 -2.108 0.441
H -0.085 0.404 -0.361
H 0.631 -1.180 -0.327
H -1.505 -0.160 -2.215
H 0.107 -0.766 -2.516
H -2.374 -2.681 -1.510
H -2.876 1.923 3.586
H 0.052 0.542 1.985
H -0.846 1.413 3.267
H -5.164 -2.043 0.836
H -5.138 0.427 1.738
O 4.266 3.480 -1.230
C 4.772 4.198 -0.431
O 5.252 5.433 -0.696
C 5.546 6.082 0.547
C 5.756 4.904 1.477
O 4.935 3.897 0.879
H 6.417 6.722 0.444
H 4.688 6.693 0.832
H 6.791 4.557 1.483
H 5.433 5.091 2.498
O 2.462 0.284 -1.391
C 3.358 0.329 -2.172
O 3.238 0.730 -3.456
C 4.553 0.896 -4.000
C 5.381 -0.015 -3.116
O 4.637 0.000 -1.892
H 4.560 0.612 -5.049
H 4.842 1.944 -3.903
H 5.414 -1.041 -3.490
H 6.391 0.346 -2.945
O 8.399 1.695 -2.051
C 9.166 0.789 -2.079
O 10.274 0.685 -1.312
C 10.807 -0.635 -1.455
C 10.257 -1.057 -2.805
O 9.048 -0.294 -2.887
H 11.892 -0.604 -1.416
H 10.431 -1.255 -0.640
H 10.909 -0.768 -3.630
H 10.034 -2.118 -2.874
O -2.724 -6.392 -1.108
C -3.374 -6.032 -2.035
O -4.706 -6.256 -2.171
C -5.183 -5.478 -3.275
C -3.927 -5.280 -4.097
O -2.903 -5.338 -3.092
H -5.965 -6.016 -3.803
H -5.584 -4.538 -2.891
H -3.765 -6.082 -4.810
H -3.887 -4.328 -4.617
O -4.387 -6.290 7.365
C -4.502 -5.631 6.385
O -4.985 -4.367 6.354
C -4.759 -3.824 5.047
C -4.657 -5.077 4.197
O -4.169 -6.039 5.136
H -5.581 -3.170 4.769
H -3.833 -3.250 5.055
H -5.628 -5.412 3.828
H -3.967 -4.982 3.363
O 5.885 9.221 1.674
C 4.750 9.483 1.908
O 3.782 9.608 0.972
C 2.514 9.687 1.634
C 2.907 10.189 3.011
O 4.241 9.685 3.146
H 1.855 10.360 1.093
H 2.071 8.690 1.662
H 2.938 11.278 3.066
H 2.281 9.803 3.811
O -3.998 -5.909 -7.230
C -4.167 -7.051 -7.514
O -5.057 -7.867 -6.899
C -5.137 -9.090 -7.639
C -3.801 -9.114 -8.358
O -3.498 -7.720 -8.477
H -5.285 -9.926 -6.961
H -5.981 -9.027 -8.327
H -3.018 -9.592 -7.767
H -3.843 -9.571 -9.342
O -5.799 2.141 4.409
C -5.234 2.774 5.241
O -4.741 4.020 5.054
C -4.327 4.540 6.322
C -4.082 3.273 7.120
O -4.979 2.347 6.497
H -3.442 5.158 6.199
H -5.138 5.142 6.733
H -3.062 2.900 7.008
H -4.318 3.367 8.176
*
```

---

Number 1: molar mass 709.02 g/mol. Number 2: molar mass 788.83 g/mol. Number 3: molar mass 699.53 g/mol. Number 4: molar mass 1069.60 g/mol. Number 5: molar mass 1091.71 g/mol.